Density functional theory data (ωB97M-V/def2-TZVPD) for 2 unconnected molecules or ions with the total composition C2H9NO2 in a non-equilibrium geometry.

Each line ends with the Mulliken charge.
Atoms and positions in Å:
C -0.521 -2.003 -0.703  -0.77
N -0.617 -1.135 0.478  -0.19
C -0.783 0.133 1.136  -0.24
O 0.100 0.270 2.281  -0.54
H -1.117 -1.725 -1.571  0.30
H -0.718 -3.073 -0.549  0.25
H 0.535 -2.073 -1.023  0.28
H -0.709 -1.780 1.262  0.12
H -0.283 0.919 0.574  0.21
H -1.796 0.358 1.464  0.28
H -0.322 0.138 3.133  0.29
O 2.463 3.395 -2.239  -0.64
H 2.003 2.550 -2.214  0.32
H 1.766 4.024 -2.029  0.32

Atoms 1-2, force components in eV/Å:
C 1.4 0.9 -1.0
N -0.7 -2.8 2.7

## Properties
* net charge: 0
* SMILES string: CNCO.O
* energy above the lowest of the compared OMol25 structures with the same formula, charge and spin: 40.03 kcal/mol

***

Density functional theory data (ωB97M-V/def2-TZVPD) for 2 unconnected molecules or ions with the total composition C2H9NO2 in a non-equilibrium geometry.

Each line ends with the Mulliken charge.
Atoms and positions in Å:
N 0.520 1.065 -1.624  -0.65
C 0.076 0.023 -0.571  0.22
C 1.037 -1.106 -0.656  -0.71
O 1.155 -1.765 0.506  -0.51
H -0.283 1.598 -1.877  0.23
H 0.999 0.589 -2.367  0.20
H -0.871 -0.507 -1.002  0.19
H -0.117 0.428 0.397  0.08
H 2.098 -0.914 -1.121  0.27
H 0.633 -1.763 -1.399  0.33
H 1.513 -1.168 1.210  0.33
O -2.443 1.554 2.101  -0.64
H -1.500 1.859 1.940  0.33
H -2.494 0.604 2.092  0.32

Atoms 1-2, force components in eV/Å:
N -0.2 -1.0 3.0
C -1.3 0.4 -4.6

## Properties
* net charge: 0
* SMILES string: NCCO.O
* energy above the lowest of the compared OMol25 structures with the same formula, charge and spin: 26.66 kcal/mol

***

Density functional theory data (ωB97M-V/def2-TZVPD) for 2 unconnected molecules or ions with the total composition C2H9NO2 in a non-equilibrium geometry.

Each line ends with the Mulliken charge.
Atoms and positions in Å:
C -1.651 0.493 0.497  -0.56
N -0.700 -0.676 0.575  0.01
C 0.721 -0.292 0.944  -0.40
O 1.349 0.570 0.012  -0.47
H -1.787 0.882 -0.508  0.34
H -1.274 1.346 1.188  0.33
H -2.596 0.011 0.858  0.32
H -0.563 -0.933 -0.338  0.34
H 0.815 0.034 1.860  0.55
H 1.387 -1.228 0.996  0.36
H 2.299 0.804 0.347  0.35
H 0.893 -0.958 -2.420  0.37
H 0.449 0.006 -1.538  0.02
O 0.659 -0.060 -2.474  -0.57

Atoms 1-2, force components in eV/Å:
C 0.3 -0.5 3.2
N 2.1 6.0 0.1

## Properties
* 2S+1: 2
* expectation value of S²: 0.754
* net charge: +1
* energy above the lowest of the compared OMol25 structures with the same formula, charge and spin: 81.40 kcal/mol